No. 1
{
  "formula": "C2H4IN",
  "method": "wB97M-V/def2-TZVPD",
  "mol_weight_g_mol": 168.97,
  "multiplicity": 1,
  "de_lowest_kcal_mol": 84.70,
  "e_lumo_ev": 0.44,
  "species": ["I", "N", "C", "C", "H", "H", "H", "H"],
  "xyz": [[-0.330, -2.565, 0.987], [0.064, 1.825, -0.133], [-0.522, 0.758, 0.059], [0.650, -1.265, -0.263], [1.576, -0.634, -0.027], [-1.311, 0.400, 0.621], [-0.450, 2.638, 0.138], [0.322, -1.158, -1.382]],
  "lowdin_charge": [0.725, 0.057, -0.126, -0.721, 0.007, 0.003, 0.044, 0.012]
}

No. 2
{
  "formula": "C2H4INO",
  "method": "wB97M-V/def2-TZVPD",
  "mol_weight_g_mol": 184.96,
  "multiplicity": 1,
  "de_lowest_kcal_mol": 79.86,
  "smiles": "O=NI.C=C",
  "e_lumo_ev": -1.03,
  "species": ["I", "O", "N", "C", "C", "H", "H", "H", "H"],
  "xyz": [[0.248, -2.180, -3.500], [0.287, -1.858, -0.703], [0.912, -1.505, -1.628], [-0.550, 1.498, 0.961], [0.135, 0.350, 0.961], [-0.565, -0.329, 1.459], [1.150, 0.119, 0.716], [0.019, 2.291, 0.425], [-1.635, 1.613, 1.309]],
  "lowdin_charge": [0.613, -0.140, -0.471, -0.092, -0.126, 0.046, 0.042, 0.049, 0.080]
}

No. 3
{
  "formula": "C2H4INO",
  "method": "wB97M-V/def2-TZVPD",
  "mol_weight_g_mol": 184.96,
  "multiplicity": 1,
  "de_lowest_kcal_mol": 31.03,
  "smiles": "COC#N.I",
  "e_lumo_ev": 0.51,
  "species": ["I", "O", "N", "C", "C", "H", "H", "H", "H"],
  "xyz": [[0.470, 4.293, -0.869], [0.480, 0.298, -0.973], [2.825, 0.902, -0.796], [-0.432, 0.343, 0.146], [1.711, 0.607, -0.822], [-0.110, 0.039, 1.132], [1.708, 3.687, -0.079], [-1.398, -0.042, -0.278], [-0.886, 1.367, 0.380]],
  "lowdin_charge": [0.424, -0.046, 0.157, -0.054, -0.411, 0.092, -0.351, 0.110, 0.079]
}

| no. | orbital gap (eV) | E_tot (eV) | highest occupied orbital energy (hartree) |
| --- | --- | --- | --- |
| 1 | 8.37 | -11725.3367 | -0.292 |
| 2 | 8.62 | -13772.9585 | -0.355 |
| 3 | 10.65 | -13775.0758 | -0.372 |